## P
Density functional theory data (ωB97M-V/def2-TZVPD) for an isolated molecule of C6H13NO3.

As for the SMILES: CCO[C@@H](CN)CC(=O)O. The value obtained for the lowest unoccupied orbital energy is 0.6 eV. The value obtained for the molar mass is 147.174 g mol⁻¹. The HOMO-LUMO gap comes out at 0.3445 hartree.

```
! wB97M-V def2-TZVPD RIJCOSX def2/J DEFGRID3
* xyz 0 1
O 2.855 -0.437 -0.398
O -0.101 0.954 0.428
O 2.107 -2.671 -0.917
N 0.154 -1.138 -1.615
C -1.261 1.757 0.389
C 1.017 -1.058 1.022
C -0.326 -0.419 0.645
C -0.845 3.207 0.274
C 1.920 -1.185 -0.195
C -0.888 -1.110 -0.606
H 1.635 -3.302 -0.363
H -1.736 3.846 0.213
H -1.164 -2.140 -0.333
H -1.894 1.476 -0.471
H -0.257 3.512 1.150
H 0.832 -2.051 1.454
H -0.244 3.365 -0.632
H -1.823 -0.634 -0.943
H 0.705 -0.315 -1.817
H 0.678 -2.253 -1.849
H -1.031 -0.558 1.483
H 1.522 -0.440 1.773
H -1.856 1.595 1.307
*
```


## Q
Density functional theory data (ωB97M-V/def2-TZVPD) for a structure of composition C6H13NO3.

The value obtained for the lowest unoccupied orbital energy is 0.7 eV. The value obtained for the molar mass is 147.174 g mol⁻¹. The HOMO-LUMO gap comes out at 0.3464 hartree.

```
! wB97M-V def2-TZVPD RIJCOSX def2/J DEFGRID3
* xyz 0 1
O 2.354 0.317 0.949
O 2.265 -0.718 -1.061
O -0.179 1.571 0.203
N 0.390 -1.188 0.592
C 0.811 1.127 -0.686
C -1.890 -0.212 0.355
C 1.633 -0.067 -0.185
C -3.300 -0.541 -0.133
C -0.913 -1.304 -0.084
C -1.501 1.190 -0.118
H 0.269 -0.878 1.556
H -0.732 -1.265 -1.168
H -2.161 1.924 0.365
H 3.106 -0.284 1.010
H 1.527 1.944 -0.863
H -4.008 0.247 0.161
H -1.896 -0.205 1.458
H 0.885 -2.079 0.583
H -3.325 -0.626 -1.229
H -1.353 -2.285 0.148
H 0.379 0.844 -1.658
H -3.652 -1.490 0.292
H -1.654 1.268 -1.210
*
```


## R
Density functional theory data (ωB97M-V/def2-TZVPD) for a cluster of 2 separate species, C6H13NO3 in total.

As for the SMILES: CC[C@](N)(O)C(C)=O.C=O. The value obtained for the lowest unoccupied orbital energy is 0.4 eV. The value obtained for the molar mass is 147.174 g mol⁻¹. The HOMO-LUMO gap comes out at 0.3315 hartree.

```
! wB97M-V def2-TZVPD RIJCOSX def2/J DEFGRID3
* xyz 0 1
O -0.644 -1.765 -0.823
O 0.208 0.911 1.379
O 2.320 -0.031 -0.396
N -1.932 0.134 1.330
C -0.731 0.317 0.553
C -1.077 1.103 -0.727
C -0.244 -1.218 0.179
C 0.405 -1.950 1.325
C -0.074 2.191 -1.093
C 2.071 -0.762 -1.332
H 0.930 1.789 -1.227
H -0.373 2.665 -2.027
H 2.374 -1.818 -1.339
H -0.033 2.954 -0.318
H 1.340 -1.451 1.584
H 1.552 -0.413 -2.234
H 0.633 -2.975 1.030
H -2.052 1.564 -0.565
H 1.045 0.991 0.878
H -1.726 -0.158 2.278
H -1.185 0.385 -1.543
H -0.233 -1.950 2.207
H -2.573 -0.511 0.881
*
```


## S
Density functional theory data (ωB97M-V/def2-TZVPD) for a structure of composition C6H13NO3.

The value obtained for the lowest unoccupied orbital energy is 0.0 eV. The value obtained for the molar mass is 147.174 g mol⁻¹. The HOMO-LUMO gap comes out at 0.3028 hartree.

```
! wB97M-V def2-TZVPD RIJCOSX def2/J DEFGRID3
* xyz 0 1
O 0.193 1.247 2.113
O 1.890 -1.204 0.095
O 0.472 0.414 -0.994
N 2.341 1.057 0.364
C 0.531 -0.280 -2.229
C -2.008 0.899 0.375
C 0.105 0.022 1.456
C -1.347 -1.568 0.213
C -1.007 -0.173 0.600
C 1.471 -0.051 0.132
H -0.452 -2.190 0.184
H 2.203 1.813 -0.293
H -2.773 0.808 1.156
H -1.879 -1.607 -0.738
H 0.393 -0.836 2.063
H 1.119 1.523 1.976
H 3.306 0.763 0.426
H -2.016 -1.984 0.976
H -2.511 0.781 -0.584
H 0.811 -1.321 -2.044
H 1.096 0.386 -2.898
H -0.383 -0.381 -2.820
H -1.554 1.881 0.472
*
```


Which one sits at the bottom of the stability order? S does.


## P
Density functional theory data (ωB97M-V/def2-TZVPD) for a cluster of 2 separate species, C6H13NO3 in total.

As for the SMILES: C[C@H]1O[C@H]1CCN.O=CO. The value obtained for the lowest unoccupied orbital energy is 0.6 eV. The value obtained for the molar mass is 147.174 g mol⁻¹. The HOMO-LUMO gap comes out at 0.3732 hartree.

```
! wB97M-V def2-TZVPD RIJCOSX def2/J DEFGRID3
* xyz 0 1
O -1.054 3.110 2.820
O 1.655 -1.935 -1.879
O -0.825 1.024 3.538
N -0.773 1.130 0.409
C -0.195 -0.167 0.076
C -0.425 -0.620 -1.365
C -0.397 1.935 2.852
C 0.749 -1.476 -4.181
C 0.793 -2.332 -2.947
C 0.245 -1.939 -1.645
H -0.250 -1.540 -4.637
H -0.425 1.856 -0.213
H -0.614 -0.915 0.766
H -1.788 1.110 0.331
H -0.482 3.815 2.492
H 1.482 -1.836 -4.918
H -0.061 0.150 -2.058
H 0.885 -0.119 0.284
H -0.077 -2.754 -0.985
H 0.685 2.042 2.638
H 0.832 -3.410 -3.146
H 0.966 -0.424 -3.961
H -1.507 -0.736 -1.541
*
```


## Q
Density functional theory data (ωB97M-V/def2-TZVPD) for a cluster of 2 separate species, C6H13NO3 in total.

As for the SMILES: C[C@](O)(C(=O)O)C1CC1.N. The value obtained for the lowest unoccupied orbital energy is 0.7 eV. The value obtained for the molar mass is 147.174 g mol⁻¹. The HOMO-LUMO gap comes out at 0.3812 hartree.

```
! wB97M-V def2-TZVPD RIJCOSX def2/J DEFGRID3
* xyz 0 1
O -0.848 -1.556 -0.479
O -0.248 0.918 -1.110
O 0.253 -1.477 1.478
N -2.478 0.041 1.522
C 2.051 -0.627 -2.118
C 1.908 -0.153 -0.702
C -0.135 -0.917 0.467
C 0.570 0.321 -0.126
C 0.814 1.363 0.956
C 2.643 0.692 -1.699
H -0.678 -2.506 -0.430
H -0.588 0.241 -1.705
H 3.725 0.773 -1.595
H 2.523 -0.668 0.040
H 2.720 -1.468 -2.303
H -3.096 -0.753 1.673
H -2.285 0.494 2.411
H -2.916 0.704 0.883
H 1.426 0.942 1.762
H -0.132 1.730 1.374
H 1.178 -0.597 -2.773
H 2.140 1.593 -2.053
H 1.343 2.217 0.513
*
```


## R
Density functional theory data (ωB97M-V/def2-TZVPD) for an isolated molecule of C6H13NO3.

As for the SMILES: C[C@@H](CN)C[C@H](O)C(=O)O. The value obtained for the lowest unoccupied orbital energy is 0.7 eV. The value obtained for the molar mass is 147.174 g mol⁻¹. The HOMO-LUMO gap comes out at 0.3651 hartree.

```
! wB97M-V def2-TZVPD RIJCOSX def2/J DEFGRID3
* xyz 0 1
O -2.684 1.051 1.049
O -0.914 2.239 0.347
O -2.078 0.758 -1.855
N -0.299 -0.175 1.846
C 0.871 -0.903 -0.199
C 2.253 -1.219 -0.765
C 0.063 -0.047 -1.184
C -1.386 0.169 -0.770
C 1.001 -0.244 1.175
C -1.583 1.055 0.473
H -0.339 0.546 2.562
H -0.875 -0.996 1.677
H 0.331 -1.855 -0.050
H 0.039 -0.557 -2.157
H 2.824 -0.293 -0.938
H 1.739 -0.800 1.775
H -1.146 2.786 1.108
H -1.839 -0.805 -0.515
H -2.882 1.166 -1.516
H 2.831 -1.848 -0.074
H 2.171 -1.747 -1.725
H 0.552 0.931 -1.314
H 1.351 0.791 1.050
*
```


Which one sits at the bottom of the stability order? P does.


## P
Density functional theory data (ωB97M-V/def2-TZVPD) for the ion C5H14N2O with charge +2.

As for the SMILES: [NH3+]/C=C/C[C@H]([NH3+])CO. The value obtained for the lowest unoccupied orbital energy is -6.9 eV. The value obtained for the molar mass is 118.180 g mol⁻¹. The HOMO-LUMO gap comes out at 0.4066 hartree.

```
! wB97M-V def2-TZVPD RIJCOSX def2/J DEFGRID3
* xyz 2 1
O -0.658 2.601 0.969
N -0.653 0.753 2.459
N 0.571 -2.047 -3.109
C -0.290 -0.820 0.486
C 0.323 1.744 0.388
C -0.021 -1.679 -1.794
C 0.235 0.363 1.251
C 0.594 -1.300 -0.622
H 1.291 0.203 1.496
H 1.725 -1.363 -0.560
H -1.320 -0.522 0.037
H -0.090 -2.411 -3.825
H 1.242 2.136 0.187
H -1.109 -1.694 -1.753
H -1.633 0.607 2.167
H 1.018 -1.328 -3.618
H -0.182 0.378 3.333
H -0.034 1.360 -0.665
H -0.545 1.803 2.464
H -0.428 3.562 0.900
H 1.367 -2.657 -2.749
H -0.508 -1.666 1.126
*
```


## Q
Density functional theory data (ωB97M-V/def2-TZVPD) for a cluster of 2 separate species, C5H14N2O in total.

The value obtained for the lowest unoccupied orbital energy is -7.9 eV. The value obtained for the molar mass is 118.180 g mol⁻¹. The HOMO-LUMO gap comes out at 0.3721 hartree.

```
! wB97M-V def2-TZVPD RIJCOSX def2/J DEFGRID3
* xyz 2 1
O 0.202 4.102 -1.218
N -1.498 2.219 0.041
N 1.051 -3.499 0.465
C -1.410 0.718 0.035
C -0.077 0.195 0.596
C 0.820 -2.122 0.878
C 0.112 -1.247 0.195
C 1.847 -3.736 -0.510
H 2.011 -2.901 -1.182
H 2.218 -4.721 -0.774
H 0.803 0.728 0.218
H -0.146 4.730 -1.882
H -0.832 2.580 -0.663
H 0.942 4.465 -0.707
H 1.027 -1.982 1.935
H -0.078 0.316 1.684
H 0.742 -4.181 1.158
H -2.206 0.264 0.632
H -1.459 0.440 -1.020
H -1.182 2.559 0.951
H -2.436 2.582 -0.128
H -0.450 -1.507 -0.703
*
```


Which one sits at the bottom of the stability order? P does.


## P
Density functional theory data (ωB97M-V/def2-TZVPD) for a cluster of 2 separate species, C8H8N4O4 in total.

As for the SMILES: O=c1cc[nH]c(=O)[nH]1.O=c1cc[nH]c(=O)[nH]1. The value obtained for the lowest unoccupied orbital energy is 0.5 eV. The value obtained for the molar mass is 224.176 g mol⁻¹. The HOMO-LUMO gap comes out at 0.3584 hartree.

```
! wB97M-V def2-TZVPD RIJCOSX def2/J DEFGRID3
* xyz 0 1
O 2.938 0.162 1.797
O -0.828 2.342 -1.274
O -0.285 -2.240 -0.324
O -2.566 -1.881 -0.504
N -1.823 0.298 -0.899
N 2.766 0.395 -0.478
N 1.541 -1.228 0.715
N -2.160 -0.470 1.281
C -1.596 0.687 1.801
C 2.432 -0.190 0.761
C -1.280 1.499 -0.536
C -1.238 1.700 0.943
C 2.004 0.146 -1.593
C 1.032 -0.756 -1.612
C 0.711 -1.546 -0.407
C -2.221 -0.787 -0.091
H 0.504 -0.975 -2.581
H -1.672 0.759 2.898
H 1.221 -1.545 1.588
H 2.207 0.934 -2.322
H 3.352 1.202 -0.428
H -2.584 -1.204 1.886
H -0.812 2.595 1.302
H -1.641 0.102 -1.923
*
```


## Q
Density functional theory data (ωB97M-V/def2-TZVPD) for a cluster of 2 separate species, C8H8N4O4 in total.

As for the SMILES: O=c1cc[nH]c(=O)[nH]1.O=c1cc[nH]c(=O)[nH]1. The value obtained for the lowest unoccupied orbital energy is 0.3 eV. The value obtained for the molar mass is 224.176 g mol⁻¹. The HOMO-LUMO gap comes out at 0.3572 hartree.

```
! wB97M-V def2-TZVPD RIJCOSX def2/J DEFGRID3
* xyz 0 1
O -2.092 -1.025 -1.697
O -2.115 1.609 2.109
O -0.045 -2.713 1.879
O 2.732 0.826 1.322
N 1.416 -1.011 1.675
N 1.192 -2.417 -0.022
N -2.545 0.505 0.095
N -1.396 2.513 0.202
C 2.360 -0.245 0.839
C -1.911 1.453 0.929
C -2.102 0.227 -1.269
C 2.187 -1.856 -0.791
C -1.167 2.354 -1.006
C -1.607 1.411 -1.782
C 0.753 -1.995 1.247
C 2.846 -0.683 -0.464
H 3.204 0.015 -1.146
H -1.236 1.463 -2.836
H -1.260 3.169 1.004
H 2.489 -2.444 -1.612
H 1.035 -0.620 2.583
H 0.838 -3.401 -0.324
H -3.012 -0.165 0.607
H -0.567 3.031 -1.543
*
```


Which one sits at the bottom of the stability order? Q does.


## P
Density functional theory data (ωB97M-V/def2-TZVPD) for a cluster of 2 separate species, C4H10NO in total.

The value obtained for the lowest unoccupied orbital energy (alpha / beta) is 4.3 / 4.1 eV. The value obtained for the molar mass is 88.130 g mol⁻¹. The HOMO-LUMO gap (alpha / beta) comes out at 0.2254 / 0.1980 hartree.

```
! wB97M-V def2-TZVPD RIJCOSX def2/J DEFGRID3
* xyz -1 1
O 2.655 -0.504 1.165
N 2.602 0.046 0.004
C -0.468 -0.701 -1.452
C 0.045 1.457 -0.436
C -0.424 -0.550 1.020
C 0.085 -0.018 -0.246
H 0.394 -1.080 1.540
H -1.280 -1.440 0.879
H -1.023 1.761 -0.675
H 0.302 2.088 0.417
H 0.251 -0.749 -2.350
H -0.744 -1.754 -1.233
H 2.941 -0.731 -0.587
H 0.741 1.760 -1.212
H -0.761 0.186 1.735
H -1.352 -0.080 -1.849
*
```


## Q
Density functional theory data (ωB97M-V/def2-TZVPD) for the ion C4H10NO with charge -1.

As for the SMILES: CCNCC[O-]. The value obtained for the lowest unoccupied orbital energy is 4.1 eV. The value obtained for the molar mass is 88.130 g mol⁻¹. The HOMO-LUMO gap comes out at 0.2425 hartree.

```
! wB97M-V def2-TZVPD RIJCOSX def2/J DEFGRID3
* xyz -1 1
O 0.602 1.009 -1.868
N 0.778 -0.665 0.219
C 0.484 0.238 1.337
C -0.376 -0.826 -0.687
C -0.583 0.480 -1.497
C -0.639 -0.227 2.238
H -1.608 -0.053 1.767
H -0.611 -1.301 2.423
H 1.375 -0.105 -0.418
H 0.288 1.255 0.979
H -1.183 1.163 -0.841
H -1.233 0.205 -2.355
H -1.264 -1.130 -0.121
H -0.605 0.273 3.209
H 1.414 0.340 1.902
H -0.104 -1.644 -1.368
*
```


## R
Density functional theory data (ωB97M-V/def2-TZVPD) for the ion C4H10NO with charge -1.

As for the SMILES: CNCCC[O-]. The value obtained for the lowest unoccupied orbital energy is 4.1 eV. The value obtained for the molar mass is 88.130 g mol⁻¹. The HOMO-LUMO gap comes out at 0.2311 hartree.

```
! wB97M-V def2-TZVPD RIJCOSX def2/J DEFGRID3
* xyz -1 1
O -2.565 0.297 0.932
N 1.693 0.372 -0.678
C -1.320 -0.106 0.745
C -0.891 -0.145 -0.743
C 0.569 -0.474 -1.084
C 2.170 0.121 0.695
H 2.858 0.926 0.940
H 2.665 -0.850 0.780
H -1.463 -0.907 -1.275
H -1.164 0.808 -1.224
H 1.391 1.340 -0.647
H -1.056 -1.114 1.177
H 0.678 -0.689 -2.154
H -0.556 0.615 1.261
H 1.388 0.190 1.451
H 0.764 -1.485 -0.676
*
```


## S
Density functional theory data (ωB97M-V/def2-TZVPD) for a cluster of 2 separate species, C4H10NO in total.

The value obtained for the lowest unoccupied orbital energy is 3.4 eV. The value obtained for the molar mass is 88.130 g mol⁻¹. The HOMO-LUMO gap comes out at 0.1964 hartree.

```
! wB97M-V def2-TZVPD RIJCOSX def2/J DEFGRID3
* xyz -1 1
O 0.044 -0.503 4.018
N -0.377 0.473 -2.394
C 0.075 -1.188 -0.647
C 0.585 1.564 -2.586
C -0.184 -0.511 2.727
C -0.341 0.012 -1.041
H -0.842 0.717 -0.387
H 0.740 -0.372 2.079
H 0.433 2.034 -3.560
H 0.453 -1.925 -1.345
H -0.129 -0.299 -3.009
H -0.915 0.302 2.330
H 1.632 1.254 -2.502
H 0.370 2.320 -1.831
H -0.642 -1.480 2.320
H 0.213 -1.317 0.423
*
```


Which one sits at the bottom of the stability order? P does.


## P
Density functional theory data (ωB97M-V/def2-TZVPD) for a cluster of 2 separate species, C4H10NO in total.

The value obtained for the lowest unoccupied orbital energy is 4.3 eV. The value obtained for the molar mass is 88.130 g mol⁻¹. The HOMO-LUMO gap comes out at 0.2739 hartree.

```
! wB97M-V def2-TZVPD RIJCOSX def2/J DEFGRID3
* xyz -1 1
O -0.724 -1.182 -1.276
N 1.922 0.432 1.657
C -2.579 0.641 0.271
C 2.303 -0.281 0.519
C 0.493 -0.544 -1.163
C 0.792 -0.006 0.454
H 2.599 -1.357 0.665
H 0.203 -0.853 0.928
H 0.690 0.332 -1.807
H 2.942 0.318 -0.299
H 1.463 -1.219 -1.414
H -3.040 -0.128 -0.340
H -1.548 0.881 -0.079
H -3.341 1.458 0.133
H -2.379 0.531 1.339
H 0.204 0.976 0.412
*
```


## Q
Density functional theory data (ωB97M-V/def2-TZVPD) for the ion C4H10NO with charge -1.

As for the SMILES: CNCCC[O-]. The value obtained for the lowest unoccupied orbital energy is 4.0 eV. The value obtained for the molar mass is 88.130 g mol⁻¹. The HOMO-LUMO gap comes out at 0.2277 hartree.

```
! wB97M-V def2-TZVPD RIJCOSX def2/J DEFGRID3
* xyz -1 1
O -1.120 2.036 1.490
N 0.942 -1.154 -1.030
C -0.131 -1.252 -1.997
C -0.550 1.340 0.503
C 0.452 -1.121 0.379
C 0.463 0.279 0.999
H -0.524 -2.276 -2.014
H 1.406 -0.262 -1.184
H 1.164 -1.702 0.978
H -0.976 -0.593 -1.812
H -0.543 -1.570 0.353
H 0.019 1.977 -0.229
H 0.224 -0.997 -2.998
H 0.271 0.160 2.078
H -1.279 0.779 -0.143
H 1.508 0.607 0.981
*
```


Which one sits at the bottom of the stability order? P does.